No. 1
A molecular structure, C48H50AsF5Ge2OS8TeW at a distorted geometry. Source: OMol25; level of theory: wB97M-V/def2-TZVPD.

Geometry as XYZ:
```
117
Properties=species:S:1:pos:R:3:forces:R:3
W 1.712 5.957 0.656 -0.9 2.1 1.9
S 3.137 10.409 0.407 -0.2 -0.4 0.1
As 2.548 8.414 0.494 1.4 3.8 -0.4
S 4.029 6.911 1.043 -1.1 0.1 -0.1
S 1.894 7.524 -1.385 0.2 -0.2 1.2
S 0.987 7.889 1.995 0.9 -0.5 -0.8
C -1.760 3.047 5.741 0.0 -0.1 -0.1
C -2.413 2.379 4.559 0.0 0.0 0.0
C -2.937 3.126 3.511 0.0 0.0 0.0
C -3.555 2.522 2.422 -0.1 0.0 0.0
C -4.205 3.372 1.353 0.0 -0.1 0.1
C -3.623 1.118 2.376 -0.1 0.1 0.1
C -3.138 0.349 3.441 -0.1 -0.1 0.0
C -3.322 -1.151 3.478 0.0 0.2 0.0
C -2.531 0.996 4.511 0.1 0.0 0.0
C -4.245 0.468 1.187 0.1 -0.1 -0.3
C -5.619 0.277 1.101 0.0 0.0 0.1
C -6.177 -0.261 -0.049 0.0 0.0 0.0
C -5.374 -0.576 -1.135 0.0 0.0 0.0
C -3.994 -0.388 -1.084 0.1 0.0 0.1
C -3.432 0.102 0.103 0.3 0.2 0.1
Ge -1.498 0.445 0.304 0.0 -0.5 -0.2
S -1.190 2.689 0.485 0.0 -0.2 0.0
S -0.223 -0.326 -1.404 0.0 0.2 0.3
Ge 1.136 -0.897 0.226 0.8 0.7 -0.1
S 0.292 3.020 -0.853 0.2 0.0 0.0
S -0.325 -0.719 1.874 -0.2 -0.2 -0.1
C 2.658 -2.072 -0.251 -0.1 -0.4 0.2
C 2.859 -3.239 0.530 0.0 0.5 -0.2
C 3.884 -4.113 0.191 -0.2 -0.2 0.3
C 4.710 -3.853 -0.878 0.3 -0.2 -0.2
C 4.536 -2.708 -1.625 0.0 0.2 -0.1
C 3.522 -1.794 -1.345 -0.1 -0.3 0.4
C 3.445 -0.625 -2.277 -0.7 0.0 0.1
C 4.253 0.498 -2.118 -0.1 0.4 -0.1
C 5.282 0.605 -1.018 -0.2 0.0 -0.1
C 4.129 1.552 -3.037 0.3 -0.6 -0.4
C 3.247 1.490 -4.117 0.2 0.3 0.4
C 3.174 2.601 -5.133 0.0 -0.1 0.0
C 2.478 0.347 -4.260 -0.2 -0.1 -0.1
C 2.586 -0.721 -3.384 -0.1 -0.1 0.1
C 1.802 -1.986 -3.642 0.0 0.1 0.1
C 2.095 -3.504 1.791 -0.2 0.3 0.0
C 0.931 -4.279 1.795 0.1 0.0 -0.1
C 0.411 -4.913 0.526 0.0 0.1 0.2
C 0.265 -4.491 3.001 0.0 0.0 0.0
C 0.732 -3.960 4.194 -0.1 0.1 0.1
C 0.020 -4.203 5.501 0.1 0.0 -0.1
C 1.888 -3.186 4.169 0.0 0.0 0.0
C 2.580 -2.946 2.991 0.0 0.0 -0.2
C 3.811 -2.069 3.005 -0.2 0.0 0.0
C -3.185 -0.657 -2.313 -0.1 0.0 -0.1
C -2.739 -1.952 -2.596 -0.1 0.0 0.0
C -2.985 -3.080 -1.624 0.0 0.1 -0.1
C -2.031 -2.182 -3.770 0.0 -0.1 0.0
C -1.746 -1.157 -4.662 0.0 0.0 0.0
C -0.987 -1.421 -5.938 -0.1 0.0 0.1
C -2.187 0.126 -4.358 0.0 0.0 0.0
C -2.905 0.397 -3.197 -0.1 0.0 0.0
C -3.340 1.812 -2.893 0.1 -0.2 0.0
H -1.812 4.132 5.659 0.0 0.0 0.0
H -0.709 2.759 5.812 0.0 0.0 0.0
H -2.250 2.746 6.669 0.0 0.0 0.0
H -2.869 4.209 3.543 0.0 -0.1 0.0
H -3.824 4.394 1.389 0.0 0.0 0.0
H -5.287 3.405 1.511 0.0 0.0 0.0
H -4.034 2.974 0.353 0.0 0.0 0.0
H -3.777 -1.524 2.562 0.0 0.0 0.0
H -3.967 -1.425 4.317 0.0 0.0 -0.1
H -2.369 -1.657 3.613 0.1 -0.1 0.0
H -2.145 0.401 5.336 0.0 0.0 -0.1
H -6.248 0.557 1.940 0.0 0.0 -0.1
H -7.249 -0.411 -0.109 0.1 0.0 0.0
H -5.815 -0.959 -2.049 0.0 0.0 0.0
H 4.033 -5.004 0.790 0.0 0.1 0.0
H 5.506 -4.544 -1.130 0.0 0.0 0.0
H 5.197 -2.500 -2.461 0.0 0.0 0.0
H 5.081 -0.091 -0.206 0.0 0.0 0.0
H 5.291 1.612 -0.606 0.1 0.1 0.0
H 6.283 0.403 -1.407 0.0 0.0 0.0
H 4.886 2.329 -3.024 -0.2 0.3 0.3
H 3.472 3.554 -4.706 0.0 0.1 0.1
H 2.163 2.699 -5.533 0.1 0.0 0.0
H 3.848 2.397 -5.969 -0.1 0.0 0.0
H 1.786 0.274 -5.096 0.1 0.0 0.0
H 1.408 -1.993 -4.658 0.0 0.0 0.1
H 0.954 -2.068 -2.954 0.1 -0.1 -0.1
H 2.428 -2.867 -3.498 0.0 0.0 0.0
H 0.592 -4.280 -0.344 0.0 0.0 0.0
H -0.660 -5.103 0.604 0.0 0.0 0.0
H 0.910 -5.870 0.346 0.0 0.0 0.0
H -0.643 -5.088 3.001 0.1 0.0 0.0
H -0.943 -4.691 5.346 0.0 0.0 0.0
H -0.147 -3.261 6.028 0.0 -0.1 0.0
H 0.625 -4.839 6.151 -0.1 0.0 0.0
H 2.262 -2.757 5.094 0.0 0.0 -0.1
H 4.189 -1.956 4.020 0.0 0.0 0.0
H 3.567 -1.071 2.627 0.1 0.0 0.0
H 4.603 -2.475 2.377 0.0 0.0 0.0
H -2.886 -2.733 -0.593 0.0 -0.1 0.0
H -2.271 -3.888 -1.788 0.0 0.0 0.0
H -3.993 -3.487 -1.740 0.0 0.0 0.0
H -1.677 -3.188 -3.983 0.0 0.1 0.0
H -0.504 -2.399 -5.915 0.0 0.0 0.0
H -0.224 -0.657 -6.101 0.0 0.0 0.0
H -1.662 -1.398 -6.796 0.0 0.0 0.0
H -1.965 0.943 -5.040 0.0 -0.1 0.0
H -3.292 2.430 -3.790 0.0 0.0 0.0
H -2.684 2.264 -2.143 0.0 0.0 0.0
H -4.357 1.845 -2.499 0.0 0.0 0.0
F 1.326 2.622 2.014 0.4 0.3 -0.5
Te 2.309 3.096 0.452 0.5 -2.6 1.6
F 0.033 6.031 -0.155 -0.4 -0.3 -0.5
F 2.856 4.603 2.013 -0.2 -0.4 -1.4
F 2.090 0.609 0.713 0.1 -0.5 -0.6
F 0.613 5.061 1.837 -0.8 -0.5 0.3
O 2.586 4.828 -0.442 0.3 -1.1 -1.2
```
Forces are in eV/Å.

E_tot, eV: -335902.4679
Orbital gap, eV: 5.74
Charge: 0



No. 2
A molecular structure, C48H50F6N3O5RuSTe at a distorted geometry. Source: OMol25; level of theory: wB97M-V/def2-TZVPD.

Geometry as XYZ:
```
115
Properties=species:S:1:pos:R:3:forces:R:3
Ru -0.389 -1.955 -0.744 1.3 0.4 0.3
C -2.286 -4.814 -3.520 0.2 0.0 0.4
C -2.169 -3.803 -2.401 0.2 -0.6 -0.3
O -1.184 -3.862 -1.649 0.0 0.2 -0.1
C -3.227 -2.854 -2.281 -0.1 0.9 0.5
C -3.314 -1.866 -1.323 -1.0 -0.5 -0.8
C -4.561 -1.035 -1.196 0.1 -0.2 0.0
N -2.337 -1.616 -0.430 1.0 0.1 0.4
N -2.703 -0.981 0.657 -1.2 0.0 -0.3
C -1.758 -0.616 1.520 1.1 0.0 0.0
O -0.519 -0.739 1.325 -0.5 -0.2 -0.1
C -2.278 0.065 2.726 -0.1 0.2 0.3
C -3.653 0.213 2.900 0.1 -0.1 0.0
C -4.142 0.966 3.948 -0.1 0.0 0.1
C -3.268 1.562 4.845 0.0 0.0 0.0
C -1.901 1.404 4.687 0.0 0.0 0.1
C -1.404 0.664 3.630 0.0 -0.2 -0.3
H -1.572 -5.619 -3.368 0.0 0.0 0.0
H -2.035 -4.309 -4.451 0.0 0.1 -0.1
H -3.294 -5.214 -3.593 -0.1 0.0 -0.1
H -4.044 -2.932 -2.979 -0.1 0.0 -0.1
H -5.221 -1.194 -2.042 0.0 0.0 -0.1
H -4.290 0.017 -1.126 0.0 0.1 0.0
H -5.082 -1.305 -0.279 -0.1 0.1 0.0
H -4.312 -0.257 2.187 -0.1 0.0 0.0
H -5.207 1.092 4.068 -0.1 0.0 0.0
H -3.652 2.150 5.665 0.0 0.1 0.1
H -1.220 1.867 5.386 0.1 0.0 0.0
H -0.341 0.557 3.475 0.1 0.0 0.0
C -0.388 0.833 -3.880 -0.1 -0.3 -0.1
C -0.507 -0.197 -2.789 -0.3 0.2 -1.0
O -0.847 -1.378 -3.082 0.0 -0.4 0.2
N -0.293 0.090 -1.540 0.3 -0.5 1.1
Te 0.644 1.914 -0.772 -0.3 0.8 0.2
C 1.953 3.795 -0.752 0.0 -0.3 -0.1
C 3.080 3.972 -1.545 0.0 -0.2 -0.1
C 3.496 2.979 -2.590 0.0 -0.1 0.0
C 3.866 5.110 -1.385 -0.1 0.0 0.1
C 3.557 6.072 -0.440 0.0 0.0 -0.1
C 4.403 7.298 -0.256 0.0 0.0 0.0
C 2.440 5.869 0.358 0.0 0.0 -0.1
C 1.637 4.747 0.216 -0.1 0.0 0.1
C 0.452 4.586 1.118 0.0 0.0 0.1
C -1.028 3.115 -1.434 0.0 -0.1 0.0
C -2.233 3.048 -0.729 0.1 -0.2 0.1
C -2.353 2.294 0.557 0.0 -0.1 0.0
C -3.350 3.741 -1.184 0.1 0.0 -0.1
C -3.305 4.527 -2.321 0.1 -0.1 0.1
C -4.514 5.251 -2.827 0.0 0.0 0.0
C -2.091 4.627 -2.984 0.0 -0.1 0.1
C -0.959 3.944 -2.560 0.2 0.0 0.0
C 0.316 4.156 -3.313 0.0 0.0 -0.1
H -0.602 0.365 -4.837 0.0 0.0 0.0
H 0.624 1.235 -3.884 0.0 0.1 -0.1
H -1.097 1.640 -3.704 0.0 0.1 0.0
H 2.896 2.070 -2.520 0.1 0.0 -0.2
H 4.544 2.717 -2.456 0.1 -0.1 0.0
H 3.393 3.405 -3.589 -0.1 0.0 -0.1
H 4.737 5.234 -2.013 0.1 0.0 -0.1
H 5.193 7.350 -1.002 0.1 0.0 0.0
H 4.856 7.291 0.735 0.1 0.1 0.0
H 3.794 8.198 -0.335 0.0 0.1 0.0
H 2.195 6.599 1.117 -0.1 0.1 0.1
H 0.524 5.264 1.965 -0.1 0.0 0.1
H 0.398 3.560 1.485 -0.1 0.0 0.2
H -0.469 4.796 0.576 -0.1 0.0 0.0
H -1.502 1.627 0.686 -0.2 0.1 0.2
H -3.267 1.705 0.596 0.0 0.0 0.0
H -2.376 2.993 1.396 0.0 0.0 0.1
H -4.272 3.662 -0.626 -0.1 0.0 0.1
H -5.294 5.285 -2.072 -0.1 0.0 0.0
H -4.913 4.750 -3.709 -0.1 0.0 -0.1
H -4.259 6.269 -3.113 0.0 0.1 0.0
H -2.023 5.259 -3.857 0.1 0.1 -0.2
H 0.140 4.251 -4.382 -0.1 0.0 -0.1
H 0.991 3.325 -3.133 0.1 0.1 -0.2
H 0.796 5.070 -2.959 0.1 0.0 0.0
O -0.358 -3.556 0.971 -1.0 0.3 -1.5
S 0.791 -3.179 1.829 1.2 -1.1 2.5
C 0.198 -3.678 3.493 -0.1 0.4 -0.2
C 0.908 -3.277 4.612 0.0 0.1 -0.1
C 0.492 -3.687 5.867 0.1 0.0 0.0
C -0.638 -4.478 5.999 0.0 -0.1 0.1
C -1.357 -4.857 4.877 0.0 0.0 0.0
C -0.936 -4.458 3.619 -0.1 0.1 -0.2
C 1.854 -4.655 1.813 0.1 0.2 -0.3
C 3.055 -4.640 2.502 -0.1 0.1 0.0
C 3.836 -5.781 2.538 0.0 0.1 0.1
C 3.421 -6.927 1.878 0.0 -0.1 0.0
C 2.231 -6.926 1.169 0.0 0.0 0.0
C 1.442 -5.786 1.134 -0.2 0.2 -0.1
H 1.776 -2.646 4.497 0.1 0.1 0.1
H 1.050 -3.386 6.740 0.0 0.0 0.1
H -0.957 -4.801 6.979 0.0 0.0 0.1
H -2.243 -5.466 4.981 -0.1 0.0 0.0
H -1.481 -4.736 2.729 -0.1 0.0 -0.1
H 3.372 -3.739 3.004 0.1 0.1 0.1
H 4.766 -5.777 3.087 0.1 0.0 0.0
H 4.030 -7.819 1.913 0.0 0.0 0.0
H 1.913 -7.817 0.648 0.0 0.0 -0.1
H 0.516 -5.758 0.578 -0.1 0.0 0.0
C 3.761 -3.484 -0.716 -0.3 0.3 0.0
C 2.820 -2.319 -1.075 0.6 0.2 -0.8
O 1.718 -2.240 -0.307 -1.5 0.1 0.0
C 2.385 -2.467 -2.559 0.3 -0.1 -0.3
F 3.325 -2.990 -3.364 0.2 -0.1 0.1
F 2.032 -1.304 -3.119 -0.1 0.3 0.0
F 1.329 -3.285 -2.630 -0.1 -0.2 0.0
C 3.642 -1.003 -0.956 0.1 0.3 -0.1
F 4.525 -0.827 -1.956 0.1 -0.2 -0.2
F 4.356 -0.960 0.174 0.0 -0.2 0.4
F 2.868 0.092 -0.944 -0.1 -0.1 0.0
H 3.223 -4.423 -0.815 -0.1 -0.1 -0.1
H 4.080 -3.374 0.316 0.0 0.0 0.0
H 4.629 -3.485 -1.371 0.1 -0.1 0.0
```
Forces are in eV/Å.

E_tot, eV: -102307.6649
Orbital gap (alpha / beta), eV: 6.85 / 6.42
2S+1: 6
Charge: 0